one) Molecular formula: C30H59ClMoP2Si2
Method: DFT, wB97M-V/def2-TZVPD

Highest occupied orbital energy (spin up / spin down), eV: -6.0969 / -6.0951
Gap between HOMO and LUMO (spin up / spin down), eV: 5.493 / 4.927
LUMO energy (spin up / spin down), eV: -0.6 / -1.2
Expectation value of S²: 2.041

The geometry in ORCA input format:
```
! wB97M-V def2-TZVPD RIJCOSX def2/J DEFGRID3
* xyz 0 3
Mo -0.107 -0.001 -0.770
C 2.020 -0.142 -2.256
C 1.260 -1.334 -2.411
C -0.016 -0.920 -2.958
Si 2.024 -3.025 -2.066
C -0.016 0.496 -3.085
C 1.260 1.002 -2.621
Si 2.019 2.729 -2.573
H 3.067 -0.116 -1.969
H -0.779 -1.597 -3.347
H -0.781 1.092 -3.587
Cl -5.152 0.159 1.227
C 3.878 2.628 -2.479
C 1.508 3.779 -4.026
C 3.881 -2.901 -1.980
C 1.521 -4.313 -3.316
H 2.176 3.544 -4.874
H 1.635 4.849 -3.785
H 0.469 3.611 -4.353
H 4.202 2.099 -1.570
H 4.301 3.646 -2.466
H 4.282 2.095 -3.354
H 2.169 -4.207 -4.205
H 0.473 -4.230 -3.645
H 1.682 -5.325 -2.904
H 4.289 -2.528 -2.933
H 4.309 -3.897 -1.785
H 4.197 -2.217 -1.177
C 1.362 3.374 -0.923
C 1.359 -3.378 -0.332
P -0.281 2.685 -0.535
H 1.371 4.478 -0.913
H 2.067 3.037 -0.140
P -0.288 -2.625 -0.070
H 2.064 -2.914 0.385
H 1.366 -4.463 -0.134
C -0.848 -3.187 1.626
C -1.384 -3.705 -1.164
C -1.380 3.554 -1.794
C -0.812 3.521 1.074
C -0.661 2.563 2.236
H -1.885 3.661 0.950
C -0.084 4.801 1.438
H 0.979 4.612 1.667
H -0.547 5.177 2.360
H -0.161 5.570 0.666
H -1.258 1.695 2.006
H -1.061 2.969 3.172
H 0.404 2.334 2.369
H -0.938 3.262 -2.755
C -1.368 5.078 -1.714
C -2.805 3.014 -1.727
H -0.374 5.534 -1.726
H -1.909 5.456 -0.840
H -1.890 5.473 -2.592
H -2.882 1.973 -2.049
H -3.446 3.604 -2.390
H -3.237 3.069 -0.721
H -0.946 -3.585 -2.164
C -2.809 -3.161 -1.185
C -1.371 -5.192 -0.819
H -0.376 -5.643 -0.757
H -1.896 -5.735 -1.611
H -1.905 -5.413 0.111
H -2.885 -2.184 -1.667
H -3.242 -3.056 -0.184
H -3.449 -3.849 -1.746
C -0.685 -2.116 2.641
C -0.099 -4.373 2.221
H -1.913 -3.351 1.539
H 0.971 -4.148 2.422
H -0.156 -5.276 1.611
H -0.554 -4.583 3.203
H 0.408 -2.127 2.775
H -1.081 -2.352 3.579
H -1.359 -1.309 2.307
C -2.136 0.048 -0.147
H -2.766 -0.023 -1.052
H -2.489 -0.752 0.524
H -2.474 0.953 0.382
C -1.350 0.222 4.589
C 0.096 0.065 4.040
C 0.864 1.276 4.590
C 0.758 -1.059 4.891
C 0.275 -0.073 2.559
C 0.451 0.175 1.347
H -1.375 0.317 5.700
H -1.988 -0.636 4.356
H -1.846 1.105 4.193
H 0.997 1.173 5.694
H 1.856 1.256 4.160
H 0.404 2.209 4.396
H 0.295 -2.049 4.792
H 1.805 -1.136 4.588
H 0.724 -0.812 5.958
*
```

=====

two) Molecular formula: C30H59ClMoP2Si2
Method: DFT, wB97M-V/def2-TZVPD

Highest occupied orbital energy (spin up / spin down), eV: -6.3636 / -6.4832
Gap between HOMO and LUMO (spin up / spin down), eV: 6.238 / 6.066
LUMO energy (spin up / spin down), eV: -0.1 / -0.4
Expectation value of S²: 2.043

The geometry in ORCA input format:
```
! wB97M-V def2-TZVPD RIJCOSX def2/J DEFGRID3
* xyz 0 3
Mo 0.118 0.013 0.303
C -2.140 0.321 0.441
C -1.837 0.550 -0.938
C -1.284 -0.678 -1.436
Si -2.479 2.053 -1.880
C -1.269 -1.646 -0.410
C -1.793 -1.031 0.798
Si -2.239 -1.801 2.447
H -2.644 1.024 1.102
H -0.980 -0.851 -2.470
H -0.956 -2.673 -0.492
Cl 3.676 0.222 -0.114
C -3.646 -0.877 3.253
C -2.686 -3.601 2.253
C -3.872 2.886 -0.957
C -3.083 1.615 -3.592
H -3.743 -3.651 1.956
H -2.579 -4.119 3.216
H -2.095 -4.131 1.499
H -3.428 0.194 3.348
H -3.828 -1.291 4.254
H -4.564 -0.996 2.660
H -4.107 1.228 -3.492
H -2.481 0.857 -4.104
H -3.121 2.517 -4.219
H -4.754 2.230 -0.941
H -4.149 3.819 -1.468
H -3.592 3.120 0.077
C -0.627 -1.590 3.415
C -0.934 3.150 -1.972
P 0.797 -1.661 2.276
H -0.570 -2.327 4.232
H -0.642 -0.583 3.867
P 0.573 2.134 -2.072
H -0.887 3.715 -1.025
H -1.023 3.873 -2.797
C 1.963 3.352 -2.369
C 0.456 1.343 -3.785
C 0.831 -3.473 1.739
C 2.315 -1.608 3.358
C 3.130 -0.372 3.016
H 2.904 -2.484 3.052
C 2.016 -1.687 4.848
H 1.326 -0.898 5.159
H 2.954 -1.549 5.392
H 1.595 -2.655 5.143
H 3.629 -0.492 2.035
H 3.899 -0.189 3.779
H 2.496 0.518 2.911
H -0.139 -3.622 1.239
C 0.928 -4.436 2.924
C 1.951 -3.749 0.723
H 0.116 -4.317 3.651
H 1.889 -4.330 3.447
H 0.877 -5.462 2.535
H 1.714 -3.365 -0.274
H 2.089 -4.835 0.628
H 2.911 -3.317 1.039
H -0.474 0.755 -3.745
C 1.633 0.381 -4.026
C 0.337 2.372 -4.910
H -0.522 3.043 -4.791
H 0.207 1.830 -5.857
H 1.251 2.976 -4.997
H 1.519 -0.557 -3.474
H 2.596 0.826 -3.734
H 1.685 0.132 -5.095
C 2.929 3.222 -1.197
C 1.509 4.786 -2.584
H 2.481 2.984 -3.270
H 0.889 5.134 -1.749
H 0.953 4.913 -3.514
H 2.399 5.421 -2.635
H 2.394 3.190 -0.237
H 3.655 4.049 -1.195
H 3.471 2.263 -1.245
C 1.544 -0.893 -0.934
H 1.460 -1.661 -1.693
H 1.860 0.060 -1.422
H 2.162 -1.297 -0.096
C 4.117 2.854 2.099
C 2.693 3.260 2.489
C 2.528 3.102 4.004
C 2.457 4.716 2.098
C 1.714 2.394 1.797
C 0.975 1.589 1.220
H 4.850 3.499 2.605
H 4.252 2.937 1.014
H 4.308 1.809 2.373
H 3.238 3.760 4.527
H 1.504 3.377 4.297
H 2.713 2.065 4.316
H 2.608 4.857 1.024
H 1.438 5.007 2.355
H 3.163 5.366 2.637
*
```

=====

Which of them is most stable, and which least? Most stable: two); least stable: one).

=====

one) Molecular formula: C24H28N2O2
Method: DFT, wB97M-V/def2-TZVPD

Highest occupied orbital energy, eV: -7.5504
Gap between HOMO and LUMO, eV: 8.345
LUMO energy, eV: 0.8

The geometry in ORCA input format:
```
! wB97M-V def2-TZVPD RIJCOSX def2/J DEFGRID3
* xyz 0 1
C -0.811 3.941 -1.899
O -0.302 3.341 -0.714
C -0.588 2.049 -0.527
O -1.245 1.384 -1.277
C 0.056 1.548 0.762
N -0.627 0.399 1.271
C -0.202 -0.908 1.190
C -1.198 -1.755 1.585
C -2.318 -0.946 1.934
C -3.601 -1.220 2.407
C -4.472 -0.176 2.640
C -5.863 -0.427 3.147
C -4.063 1.144 2.400
C -2.803 1.448 1.936
C -1.927 0.395 1.706
C -1.058 -3.241 1.581
C 0.093 -3.620 0.649
C 1.344 -2.820 1.003
C 1.163 -1.308 0.731
N 1.315 -0.887 -0.649
C 2.636 -0.985 -1.252
C 2.695 -2.030 -2.373
C 3.040 0.365 -1.812
C 4.339 0.831 -1.669
C 4.713 2.053 -2.200
C 3.788 2.824 -2.882
C 2.489 2.367 -3.028
C 2.117 1.145 -2.497
H -0.199 4.820 -2.088
H -0.752 3.239 -2.732
H -1.853 4.231 -1.752
H 1.085 1.276 0.514
H 0.063 2.362 1.494
H -3.905 -2.241 2.588
H -6.600 -0.054 2.436
H -6.036 -1.490 3.297
H -6.023 0.088 4.093
H -4.767 1.943 2.587
H -2.511 2.473 1.756
H -0.849 -3.604 2.593
H -1.989 -3.706 1.249
H -0.196 -3.408 -0.383
H 0.303 -4.689 0.727
H 1.564 -2.957 2.064
H 2.202 -3.187 0.435
H 1.926 -0.763 1.308
H 0.600 -1.302 -1.232
H 3.360 -1.263 -0.475
H 3.698 -2.078 -2.792
H 2.425 -3.015 -1.997
H 2.004 -1.756 -3.169
H 5.066 0.232 -1.138
H 5.728 2.404 -2.081
H 4.078 3.778 -3.297
H 1.766 2.964 -3.565
H 1.102 0.792 -2.601
*
```

=====

two) Molecular formula: C24H28N2O2
Method: DFT, wB97M-V/def2-TZVPD

Highest occupied orbital energy, eV: -7.5664
Gap between HOMO and LUMO, eV: 8.235
LUMO energy, eV: 0.7

The geometry in ORCA input format:
```
! wB97M-V def2-TZVPD RIJCOSX def2/J DEFGRID3
* xyz 0 1
C 2.251 5.815 5.684
C 2.149 4.832 4.557
C 1.305 5.053 3.479
C 1.200 4.140 2.446
C 1.936 2.954 2.459
N 1.809 1.976 1.477
C 0.733 2.052 0.517
C 0.449 0.647 -0.018
N 1.643 0.115 -0.642
C 1.429 -1.089 -1.408
C 1.112 -2.376 -0.613
O 2.264 -3.023 -0.130
C 0.268 -3.332 -1.472
O -0.970 -2.702 -1.693
C -1.927 -3.346 -2.420
C -1.785 -4.590 -2.983
C -2.836 -5.158 -3.719
C -4.015 -4.493 -3.892
C -4.198 -3.213 -3.327
C -5.401 -2.492 -3.480
C -5.555 -1.254 -2.921
C -4.512 -0.678 -2.181
C -3.333 -1.350 -2.013
C -3.147 -2.626 -2.580
C 2.715 0.029 0.332
C 3.002 1.430 0.866
C 2.780 2.731 3.551
C 2.885 3.653 4.571
H 1.659 5.476 6.535
H 1.881 6.792 5.382
H 3.283 5.917 6.016
H 0.723 5.964 3.436
H 0.548 4.370 1.617
H -0.166 2.425 1.009
H 0.986 2.712 -0.329
H -0.345 0.696 -0.766
H 0.103 0.022 0.823
H 2.332 -1.266 -2.007
H 0.597 -0.897 -2.091
H 0.527 -2.126 0.278
H 2.857 -3.200 -0.870
H 0.137 -4.280 -0.933
H 0.780 -3.533 -2.426
H -0.871 -5.152 -2.870
H -2.694 -6.139 -4.149
H -4.821 -4.934 -4.460
H -6.202 -2.941 -4.051
H -6.481 -0.712 -3.045
H -4.649 0.299 -1.742
H -2.525 -0.920 -1.442
H 3.606 -0.365 -0.161
H 2.458 -0.635 1.172
H 3.812 1.391 1.593
H 3.320 2.065 0.022
H 3.347 1.814 3.611
H 3.545 3.449 5.402
*
```

=====

Which of them is most stable, and which least? Most stable: one); least stable: two).

=====

one) Molecular formula: C5H20N2O3
Method: DFT, wB97M-V/def2-TZVPD

Highest occupied orbital energy, eV: -8.1462
Gap between HOMO and LUMO, eV: 8.421
LUMO energy, eV: 0.3

The geometry in ORCA input format:
```
! wB97M-V def2-TZVPD RIJCOSX def2/J DEFGRID3
* xyz 0 1
C -0.335 1.128 2.577
N 1.102 1.114 2.249
C 1.433 1.244 0.829
C 1.688 -0.072 0.114
C 2.079 0.151 -1.351
N 0.438 -0.928 0.136
C 0.730 -2.320 0.708
H -0.852 0.389 1.939
H -0.680 2.168 2.443
H -0.484 0.962 3.651
H 1.663 0.467 2.771
H 0.516 1.644 0.354
H 2.194 2.023 0.734
H 2.508 -0.578 0.614
H 1.239 0.117 -2.043
H 2.670 -0.668 -1.780
H 2.675 1.013 -1.557
H 0.214 -0.981 -0.846
H -0.302 -2.590 0.961
H 1.165 -2.977 -0.012
H 1.257 -2.106 1.630
O -2.772 -0.221 -2.241
H -3.143 -0.898 -2.819
H -3.473 0.447 -2.273
O -3.147 -1.691 0.019
H -3.655 -1.203 -0.629
H -2.332 -1.176 0.038
O -0.594 1.907 -2.455
H -0.395 1.361 -1.681
H -1.409 2.275 -2.080
*
```

=====

two) Molecular formula: C5H20N2O3
Method: DFT, wB97M-V/def2-TZVPD

Highest occupied orbital energy, eV: -9.1534
Gap between HOMO and LUMO, eV: 9.566
LUMO energy, eV: 0.4

The geometry in ORCA input format:
```
! wB97M-V def2-TZVPD RIJCOSX def2/J DEFGRID3
* xyz 0 1
C 1.716 -0.952 2.057
C 1.205 -0.683 0.618
N 2.118 -1.399 -0.259
C 1.250 0.851 0.289
N 0.053 1.240 -0.537
C -0.921 1.771 0.451
C 0.445 2.318 -1.455
H 1.668 -0.094 2.672
H 1.319 -1.874 2.625
H 2.830 -1.022 2.047
H 0.110 -0.987 0.446
H 2.644 -2.186 0.116
H 1.719 -1.567 -1.155
H 1.364 1.455 1.227
H 2.084 0.890 -0.398
H -1.654 2.261 -0.180
H -0.695 2.501 1.233
H -1.520 0.970 0.886
H 0.875 1.742 -2.294
H -0.501 2.846 -1.724
H 1.138 3.095 -1.123
O -1.939 -2.058 2.413
H -1.910 -1.224 2.882
H -1.236 -2.044 1.742
O -2.528 -0.187 -0.746
H -1.675 -0.610 -1.048
H -3.102 -0.932 -0.997
O -1.829 -1.609 -3.442
H -2.115 -0.731 -3.180
H -0.913 -1.781 -3.167
*
```

=====

Which of them is most stable, and which least? Most stable: one); least stable: two).